1.
# C4H6N2O

A molecular structure, C4H6N2O (the ωB97M-V functional and the def2-TZVPD basis, OMol25).

## Properties
E_tot (Eh): -340.5947
Energy relative to the best compared isomer or geometry (same formula, charge and spin) (kJ/mol): 525.5

Positions of all 13 atoms, in Å:
N1 -1.964 0.494 -0.359
C1 -0.667 -0.033 -0.163
C2 -0.497 -1.464 -0.476
N2 0.614 -2.067 -0.336
C3 1.666 1.132 0.184
O1 2.301 1.351 1.356
C4 0.401 0.668 0.211
H1 -2.686 -0.147 -0.049
H2 -2.100 1.386 0.100
H3 -1.415 -1.951 -0.838
H4 0.524 -3.042 -0.621
H5 3.151 1.751 1.135
H6 0.671 1.922 -0.143

---

2.
# C4H6N2O

A molecular structure, C4H6N2O (the ωB97M-V functional and the def2-TZVPD basis, OMol25).

## Properties
E_tot (Eh): -340.5923
Energy relative to the best compared isomer or geometry (same formula, charge and spin) (kJ/mol): 532.0

Positions of all 13 atoms, in Å:
N1 -1.816 -0.247 -0.311
C1 -0.553 -0.092 0.138
C2 0.157 1.222 0.168
C3 1.384 0.873 0.558
C4 1.434 -0.667 0.656
O1 0.754 -0.899 -0.967
N2 0.032 -0.889 1.115
H1 -2.121 0.364 -1.053
H2 -2.178 -1.189 -0.366
H3 -0.300 2.176 -0.073
H4 2.239 1.517 0.736
H5 1.165 -0.293 -1.610
H6 -0.196 -1.875 1.008

---

3.
# C4H6N2O

A single C4H6N2O molecule at a distorted geometry (the ωB97M-V functional and the def2-TZVPD basis, OMol25).

## Properties
Structure (SMILES): O=C1NC[C@H]2CN12
E_tot (Eh): -340.7332
Energy relative to the best compared isomer or geometry (same formula, charge and spin) (kJ/mol): 162.0

Positions of all 13 atoms, in Å:
O1 1.013 2.099 0.906
C1 0.732 1.155 0.207
N1 1.356 -0.071 0.172
C2 0.526 -1.120 -0.393
C3 -0.747 -0.362 -0.735
C4 -1.305 0.488 0.341
N2 -0.447 1.081 -0.693
H1 2.004 -0.293 0.911
H2 0.329 -1.921 0.329
H3 0.997 -1.549 -1.284
H4 -1.385 -0.787 -1.513
H5 -2.317 0.842 0.467
H6 -0.757 0.438 1.286

---

4.
# C4H6N2O

A single C4H6N2O molecule at a distorted geometry (the ωB97M-V functional and the def2-TZVPD basis, OMol25).

## Properties
Structure (SMILES): C#C[C@H](O)/C=N\N
E_tot (Eh): -340.6077
Energy relative to the best compared isomer or geometry (same formula, charge and spin) (kJ/mol): 491.5

Positions of all 13 atoms, in Å:
C1 -2.110 1.018 -0.228
C2 -1.385 0.015 -0.439
C3 -0.365 -0.958 -0.262
O1 -0.291 -1.297 1.077
C4 0.990 -0.552 -0.813
N1 1.746 0.363 -0.289
N2 1.069 1.241 0.525
H1 -2.736 1.970 -0.219
H2 -0.617 -1.956 -0.768
H3 -0.082 -0.356 1.585
H4 1.525 -1.225 -1.574
H5 0.088 1.565 0.407
H6 1.669 2.003 0.750

---

| no. | lowest unoccupied orbital energy (eV) | HOMO (eV) |
| --- | --- | --- |
| 1 | 0.44 | -7.66 |
| 2 | 0.63 | -7.66 |
| 3 | 0.87 | -10.01 |
| 4 | 0.84 | -9.02 |